Version P
14
Properties=species:S:1:pos:R:3:lowdin_spin:R:1 method="wB97M-V/def2-TZVPD" lumo_energy_ev="-0.91 / -3.01" homo_lumo_gap_ev="6.92 / 6.47" homo_energy_ha="-0.288 / -0.348" charge=0 multiplicity=3
C -1.77 1.77 1.10 0.748
C 0.04 -0.08 -1.58 0.195
C 0.77 -0.95 0.71 0.008
C 0.91 -1.03 -0.81 0.026
O -1.04 2.60 3.06 0.633
O -2.16 1.22 -1.83 -0.044
S -0.37 2.03 1.86 0.309
S -1.25 0.66 -0.84 0.096
H -0.18 -0.30 -2.74 0.006
H -0.30 -0.84 0.83 0.005
H 1.38 -0.05 1.14 0.001
H 1.26 -1.88 1.11 0.000
H 0.68 -2.18 -1.06 0.008
H 2.02 -0.97 -0.95 0.009

***

Version Q
14
Properties=species:S:1:pos:R:3:lowdin_spin:R:1 method="wB97M-V/def2-TZVPD" lumo_energy_ev="-1.08 / -3.40" homo_lumo_gap_ev="7.18 / 5.80" homo_energy_ha="-0.304 / -0.338" charge=0 multiplicity=3
C -1.59 -1.32 2.38 1.317
C 1.23 0.35 0.47 0.094
C 0.42 0.30 -1.88 0.001
C 0.60 1.14 -0.61 0.005
O -3.95 -1.55 1.67 0.163
O 1.29 -1.31 2.39 -0.002
S -2.66 -1.05 1.17 0.179
S 0.34 -0.61 1.54 0.230
H 2.30 0.25 0.58 0.010
H 0.07 0.93 -2.70 0.000
H -0.29 -0.50 -1.72 0.001
H 1.37 -0.14 -2.18 0.000
H -0.37 1.51 -0.29 0.001
H 1.24 2.00 -0.84 0.002

***

Q: What are the energies relative to the best structure? A: version P 0.0284; version Q 0.0000, in hartree.

***

Version P
9
Properties=species:S:1:pos:R:3:lowdin_charge:R:1 method="wB97M-V/def2-TZVPD" smiles="NC=O.O" lumo_energy_ev=0.95 homo_lumo_gap_ev=11.20 homo_energy_ha=-0.377 charge=0 multiplicity=1
N -1.10 0.63 -0.16 0.132
C -0.25 0.53 -1.21 -0.346
O 0.86 0.05 -0.98 -0.039
H -0.86 0.15 0.69 0.087
H -2.02 1.00 -0.32 0.091
H -0.44 0.96 -2.17 0.119
O 0.92 -1.00 1.55 -0.110
H 1.31 -0.59 0.75 -0.005
H 1.56 -1.72 1.84 0.071

***

Version Q
9
Properties=species:S:1:pos:R:3:lowdin_charge:R:1 method="wB97M-V/def2-TZVPD" lumo_energy_ev=-1.18 homo_lumo_gap_ev=8.62 homo_energy_ha=-0.360 charge=0 multiplicity=1
C 0.53 0.77 0.37 -0.366
N 1.53 -0.16 0.69 0.049
O 0.76 1.52 -0.52 0.070
H -0.60 -0.73 0.68 0.219
H 2.50 0.15 0.65 0.092
H 1.35 -0.71 1.54 0.066
H -2.82 -0.35 -0.98 0.035
H -1.26 -0.05 -0.94 -0.057
O -1.99 -0.44 -1.48 -0.108

***

Q: What are the energies relative to the best structure? A: version P 0.0000; version Q 0.1478, in hartree.

***

Version P
19
Properties=species:S:1:pos:R:3:lowdin_charge:R:1 method="wB97M-V/def2-TZVPD" lumo_energy_ev=-3.16 homo_lumo_gap_ev=11.19 homo_energy_ha=-0.527 charge=+1 multiplicity=1
N 0.75 -2.55 -1.21 0.125
C 0.57 -1.28 -0.73 -0.434
N 1.38 -0.21 -0.89 0.228
N -0.53 -1.10 0.01 0.178
H 0.64 -2.65 -2.21 0.116
H 1.60 -3.03 -0.81 0.147
H 1.56 0.44 -0.12 0.085
H 2.16 -0.39 -1.36 0.065
H -0.77 -0.13 0.59 0.179
H -1.33 -1.74 0.14 0.135
H 0.15 2.63 1.21 0.086
H -1.30 2.53 0.33 0.014
O -0.40 2.30 0.40 -0.095
H -3.13 -0.01 -1.06 0.037
H -3.06 0.68 0.28 -0.048
O -2.91 -0.03 -0.17 0.067
H 1.79 2.21 1.59 0.115
H 1.44 1.05 2.50 0.132
O 1.42 1.27 1.51 -0.132

***

Version Q
19
Properties=species:S:1:pos:R:3:lowdin_charge:R:1 method="wB97M-V/def2-TZVPD" lumo_energy_ev=-2.91 homo_lumo_gap_ev=11.52 homo_energy_ha=-0.530 charge=+1 multiplicity=1
N 0.08 1.69 1.94 0.216
C -0.43 0.72 1.19 -0.461
N -1.61 0.88 0.57 0.209
N 0.34 -0.33 0.86 0.193
H -0.40 2.55 2.15 0.138
H 0.91 1.47 2.47 0.139
H -1.98 0.08 0.10 0.121
H -2.28 1.59 0.84 0.137
H -0.15 -1.00 0.27 0.065
H 1.31 -0.17 0.59 0.080
H -0.63 -3.31 0.34 0.063
H -1.65 -3.15 -0.84 0.061
O -1.01 -2.69 -0.30 -0.048
H -0.53 0.49 -2.16 0.000
H -0.74 0.38 -3.74 0.044
O -0.48 0.95 -3.01 -0.052
H 3.55 -1.03 -0.24 0.072
H 2.98 -0.35 -1.41 0.074
O 2.82 -0.44 -0.46 -0.051

***

Q: What are the energies relative to the best structure? A: version P 0.0944; version Q 0.0000, in hartree.

***

Version P
9
Properties=species:S:1:pos:R:3:lowdin_charge:R:1 method="wB97M-V/def2-TZVPD" smiles=NP(O)SS lumo_energy_ev=-0.28 homo_lumo_gap_ev=8.00 homo_energy_ha=-0.304 charge=0 multiplicity=1
N 1.57 1.11 0.31 -0.231
P 0.95 0.11 -0.90 0.550
O 1.46 -1.35 -0.42 -0.311
S -1.18 0.42 -0.04 -0.022
S -3.23 -0.03 -0.32 0.206
H 1.04 1.96 0.32 0.002
H 1.47 0.66 1.23 0.048
H 0.89 -1.94 -0.81 -0.011
H -2.97 -0.94 0.64 -0.231

***

Version Q
9
Properties=species:S:1:pos:R:3:lowdin_charge:R:1 method="wB97M-V/def2-TZVPD" lumo_energy_ev="-1.72 / -2.46" homo_lumo_gap_ev="8.25 / 6.06" homo_energy_ha="-0.366 / -0.313" charge=0 multiplicity=1
N 1.49 -0.47 1.45 -0.235
O 1.11 -0.87 -0.99 -0.318
P 0.55 -0.06 0.28 0.365
S 0.58 1.99 -0.40 0.397
S -3.30 0.17 0.06 0.287
H 1.34 -0.05 2.34 -0.025
H 1.84 -1.44 -0.71 0.056
H -0.23 1.71 -1.42 -0.209
H -3.37 -0.98 -0.60 -0.320

***

Q: What are the energies relative to the best structure? A: version P 0.0000; version Q 0.0675, in hartree.

***

Version P
14
Properties=species:S:1:pos:R:3:lowdin_charge:R:1 method="wB97M-V/def2-TZVPD" smiles="N#Cc1cnc(C=O)o1.O" lumo_energy_ev=-0.92 homo_lumo_gap_ev=9.06 homo_energy_ha=-0.367 charge=0 multiplicity=1
N 1.74 -0.98 -2.65 0.169
C 1.48 -0.05 -2.01 -0.122
C 1.16 0.82 -0.91 -0.244
C 1.78 1.04 0.29 -0.028
N 0.81 1.14 1.25 0.181
C -0.32 1.07 0.61 -0.296
C -1.65 0.65 1.12 -0.189
O -1.83 0.36 2.27 0.093
O -0.15 1.14 -0.72 0.108
H 2.84 0.93 0.52 0.130
H -2.45 0.62 0.35 0.136
O -1.32 -1.90 -0.11 -0.058
H -0.73 -2.41 -0.72 0.073
H -1.36 -2.42 0.70 0.048

***

Version Q
14
Properties=species:S:1:pos:R:3:lowdin_charge:R:1 method="wB97M-V/def2-TZVPD" lumo_energy_ev="-0.79 / -0.81" homo_lumo_gap_ev="7.89 / 7.87" homo_energy_ha="-0.319 / -0.319" charge=0 multiplicity=1
C 2.47 -0.83 0.00 -0.005
C 1.70 1.00 -0.02 -0.083
C 1.25 -1.62 0.00 -0.381
C 0.26 0.70 -0.11 -0.127
C -0.01 -0.79 0.09 -0.097
N 3.64 -1.07 0.01 -0.041
N 2.42 1.94 -0.01 -0.076
O 3.41 2.61 0.02 0.059
O 1.28 -2.82 -0.05 0.128
O 4.81 -0.91 0.01 0.099
H -0.26 1.29 0.65 0.128
H -0.09 1.02 -1.09 0.129
H -0.72 -1.18 -0.64 0.132
H -0.43 -0.99 1.08 0.135

***

Q: What are the energies relative to the best structure? A: version P 0.0000; version Q 0.1583, in hartree.

***

Version P
35
Properties=species:S:1:pos:R:3:lowdin_charge:R:1 method="wB97M-V/def2-TZVPD" smiles=CCOc1ccc(-c2nnn(CCC#N)n2)cc1OC lumo_energy_ev=0.60 homo_lumo_gap_ev=8.68 homo_energy_ha=-0.297 charge=0 multiplicity=1
C 3.43 -0.41 -5.08 -0.063
C 2.57 -0.76 -3.88 -0.247
O 2.13 0.46 -3.31 -0.030
C 1.33 0.52 -2.22 -0.185
C 0.99 1.81 -1.83 0.010
C 0.19 2.07 -0.75 -0.028
C -0.30 1.00 0.00 -0.184
C -1.15 1.24 1.14 -0.300
N -1.54 2.46 1.56 0.084
N -2.28 2.29 2.59 0.062
N -2.35 1.00 2.81 -0.216
C -3.06 0.41 3.90 -0.127
C -2.25 0.55 5.20 -0.158
C -2.95 -0.03 6.31 -0.245
N -3.52 -0.50 7.18 0.157
N -1.66 0.29 1.93 0.179
C 0.02 -0.30 -0.37 0.034
C 0.83 -0.57 -1.46 -0.177
O 1.17 -1.84 -1.85 -0.115
C 0.66 -2.92 -1.11 -0.079
H 4.27 0.20 -4.78 0.076
H 2.84 0.15 -5.80 0.077
H 3.79 -1.32 -5.55 0.075
H 3.16 -1.33 -3.14 0.125
H 1.71 -1.37 -4.18 0.125
H 1.39 2.62 -2.43 0.122
H -0.07 3.08 -0.46 0.109
H -3.24 -0.64 3.66 0.134
H -4.02 0.94 4.01 0.134
H -1.28 0.04 5.09 0.129
H -2.06 1.61 5.40 0.126
H -0.38 -1.10 0.23 0.102
H 1.05 -3.82 -1.60 0.096
H 1.01 -2.90 -0.07 0.098
H -0.43 -2.95 -1.13 0.099

***

Version Q
35
Properties=species:S:1:pos:R:3:lowdin_charge:R:1 method="wB97M-V/def2-TZVPD" lumo_energy_ev=-0.27 homo_lumo_gap_ev=8.18 homo_energy_ha=-0.311 charge=0 multiplicity=1
C -4.85 -0.36 1.29 -0.002
C -4.67 -0.27 -0.32 -0.108
O -3.82 0.88 -0.78 0.018
C -2.58 0.75 -0.54 -0.425
C -2.02 1.87 -0.72 -0.027
C -0.75 2.15 -0.34 0.020
C 0.02 1.01 0.02 -0.235
C -0.47 -0.12 -0.22 0.005
C -1.86 -0.31 -0.38 -0.086
O -2.35 -1.63 -0.28 -0.044
C -1.65 -2.50 0.04 -0.326
H -1.22 -2.52 0.91 0.029
H -2.24 -3.73 -0.10 0.187
H -0.79 -2.76 -0.70 0.115
H 0.20 -0.99 -0.04 0.137
C 1.46 1.27 0.17 -0.150
N 2.44 0.15 0.32 0.197
N 3.51 0.90 0.46 -0.263
N 3.52 2.36 0.18 0.124
N 2.14 2.54 0.15 0.039
C 4.75 0.30 0.50 -0.363
H 4.55 -0.36 1.53 0.199
H 5.50 1.18 0.98 0.205
C 5.21 -0.30 -0.54 -0.330
C 6.52 -0.88 -0.75 -0.180
N 7.58 -1.59 -0.34 0.107
H 4.53 -1.25 -1.06 0.213
H 5.47 0.57 -1.51 0.222
H -0.34 3.18 -0.32 0.129
H -2.67 2.85 -0.69 0.187
H -5.79 0.13 -0.77 0.170
H -4.55 -1.24 -0.87 0.120
H -5.61 -1.05 1.51 0.074
H -5.19 0.48 1.60 0.008
H -3.97 -0.72 1.62 0.032

***

Q: What are the energies relative to the best structure? A: version P 0.0000; version Q 0.5058, in hartree.